A) A molecular structure, C5H9NOS. Source: the OMol25 dataset; level of theory: ωB97M-V with the def2-TZVPD basis set.

Element x y z (Å)
1 C 1.179 -1.023 1.109
2 C 2.196 1.689 0.208
3 C -0.937 -0.359 0.068
4 C -1.080 -0.804 -1.393
5 C -2.103 0.285 0.802
6 N 0.070 -0.798 0.623
7 O 2.755 -0.409 -1.164
8 S 2.973 0.272 0.162
9 H 1.423 -2.107 1.426
10 H 1.647 2.153 -0.604
11 H 2.325 2.235 1.114
12 H -1.964 -0.150 -1.722
13 H -1.348 -1.793 -1.685
14 H -0.108 -0.401 -1.770
15 H -2.718 0.578 0.009
16 H -1.700 1.145 1.456
17 H -2.612 -0.511 1.361

For the HOMO energy, the calculation gives -0.278 Eh. For the gap between HOMO and LUMO, the calculation gives 8.055 eV. As for the multiplicity: 1.

B) A molecular structure, C5H9NOS. Source: the OMol25 dataset; level of theory: ωB97M-V with the def2-TZVPD basis set.

Element x y z (Å)
1 C 2.169 -1.475 -0.392
2 C 0.825 -0.206 0.611
3 C -0.219 0.383 -0.388
4 C -0.598 1.877 -0.297
5 C -2.830 0.319 0.117
6 H 3.133 -1.171 -0.858
7 H 1.263 -1.880 -1.007
8 H 2.555 -2.324 0.583
9 H 0.893 0.402 1.633
10 H 0.605 -1.130 1.025
11 H -0.175 -0.310 -1.315
12 H -1.049 2.343 -1.172
13 H -0.106 2.651 0.505
14 H -3.551 1.158 0.720
15 N -1.507 0.728 0.051
16 O 2.134 -0.137 0.207
17 S -3.541 -1.228 -0.022

For the HOMO energy, the calculation gives -0.310 Eh. For the gap between HOMO and LUMO, the calculation gives 8.708 eV. As for the multiplicity: 1.

C) A single C5H9NOS molecule. Source: the OMol25 dataset; level of theory: ωB97M-V with the def2-TZVPD basis set.

Element x y z (Å)
1 C 1.779 -0.756 -0.148
2 N 0.462 -1.030 0.401
3 C -0.513 -1.462 -0.599
4 C -1.560 -0.562 0.076
5 S -3.150 -0.241 -0.104
6 C -0.467 0.026 0.906
7 C -0.288 1.482 0.530
8 O -0.010 1.648 -0.934
9 H 2.383 -0.364 0.675
10 H 1.785 -0.063 -0.963
11 H 2.248 -1.751 -0.361
12 H -0.333 -1.049 -1.582
13 H -0.776 -2.529 -0.606
14 H -0.660 0.013 1.998
15 H 0.566 2.048 1.079
16 H -1.254 1.968 0.784
17 H -0.212 2.622 -1.152

For the HOMO energy, the calculation gives -0.318 Eh. For the gap between HOMO and LUMO, the calculation gives 8.554 eV. As for the multiplicity: 1.

D) A single C5H9NOS molecule. Source: the OMol25 dataset; level of theory: ωB97M-V with the def2-TZVPD basis set.

Element x y z (Å)
1 O 0.874 -1.168 -1.792
2 C 0.160 -0.568 -1.010
3 C -0.353 -1.338 0.208
4 S 0.964 -1.745 1.361
5 N -0.065 0.799 -1.099
6 C -1.077 1.551 -0.475
7 C -0.874 1.645 1.013
8 C -0.693 2.848 0.117
9 H -0.846 -2.221 -0.229
10 H -1.136 -0.744 0.689
11 H 1.700 -2.356 0.395
12 H 0.320 1.210 -1.934
13 H -2.090 1.378 -0.879
14 H 0.064 1.256 1.396
15 H -1.821 1.558 1.619
16 H -1.461 3.594 0.148
17 H 0.332 3.184 -0.076

For the HOMO energy, the calculation gives -0.336 Eh. For the gap between HOMO and LUMO, the calculation gives 10.016 eV. As for the multiplicity: 1.

Most stable to least stable, the ends of the list are D) and B).

A) A molecular structure, C5H5N3. Source: the OMol25 dataset; level of theory: ωB97M-V with the def2-TZVPD basis set.

Element x y z (Å)
1 C 1.512 0.289 -0.004
2 C -0.955 0.450 -0.060
3 C -2.100 -0.349 -0.151
4 C -3.201 -0.866 0.043
5 C 2.584 -0.735 -0.143
6 H 2.524 1.964 -0.012
7 H 0.249 -1.469 0.611
8 H -0.897 1.143 0.745
9 H -0.837 1.116 -0.942
10 H -4.215 -1.208 0.007
11 N 1.612 1.563 0.040
12 N 0.298 -0.340 -0.117
13 N 3.426 -1.559 -0.016

For the HOMO energy, the calculation gives -0.367 Eh. For the gap between HOMO and LUMO, the calculation gives 10.124 eV. As for the multiplicity: 1.

B) A single C5H5N3 molecule. Source: the OMol25 dataset; level of theory: ωB97M-V with the def2-TZVPD basis set.

Element x y z (Å)
1 H -0.001 -2.794 -1.290
2 N -0.472 -1.928 -1.496
3 C -0.070 -0.998 -0.728
4 C -0.706 0.301 -1.106
5 N -0.661 1.444 -0.513
6 C -0.319 1.798 0.776
7 C 0.263 0.911 1.566
8 C 1.038 -0.227 1.107
9 N 0.880 -1.217 0.316
10 H -1.276 0.377 -2.021
11 H -0.503 2.797 1.033
12 H 0.494 1.239 2.616
13 H 1.816 -0.413 1.828

For the HOMO energy, the calculation gives -0.342 Eh. For the gap between HOMO and LUMO, the calculation gives 8.584 eV. As for the multiplicity: 1.

C) A molecular structure, C5H5N3. Source: the OMol25 dataset; level of theory: ωB97M-V with the def2-TZVPD basis set.

Element x y z (Å)
1 C 0.638 1.105 -1.305
2 C 1.442 0.076 -0.767
3 C 0.386 -0.651 -0.063
4 C 0.167 -1.296 1.157
5 C -0.762 0.213 -0.121
6 H -1.381 1.786 -1.614
7 H 1.242 2.213 -1.458
8 H 2.475 -0.094 -1.124
9 H 0.935 -1.811 1.933
10 H -1.617 -1.412 2.311
11 N -0.512 1.399 -0.889
12 N -1.191 -1.313 1.274
13 N -1.824 -0.216 0.663

For the HOMO energy, the calculation gives -0.286 Eh. For the gap between HOMO and LUMO, the calculation gives 8.620 eV. As for the multiplicity: 1.

Most stable to least stable, the ends of the list are B) and C).

A) 2 unconnected molecules or ions with the total composition C4H9NO2. Source: the OMol25 dataset; level of theory: ωB97M-V with the def2-TZVPD basis set.

Element x y z (Å)
1 C 1.356 -1.498 -0.498
2 C 0.492 -0.265 -0.362
3 C 0.697 0.557 0.902
4 N -0.601 1.182 1.109
5 C -1.533 0.240 0.625
6 O -2.699 0.166 0.877
7 O -0.886 -0.658 -0.197
8 H 2.416 -1.234 -0.415
9 H 1.204 -1.989 -1.464
10 H 1.104 -2.207 0.296
11 H 0.587 0.381 -1.249
12 H 0.860 -0.129 1.740
13 H 1.509 1.283 0.860
14 H -0.709 2.099 0.684
15 H -1.720 0.723 -1.546
16 H -2.079 1.348 -1.362

For the HOMO energy, the calculation gives -0.377 Eh. For the gap between HOMO and LUMO, the calculation gives 11.130 eV. As for the multiplicity: 1.

B) A single C4H9NO2 molecule. Source: the OMol25 dataset; level of theory: ωB97M-V with the def2-TZVPD basis set.

Element x y z (Å)
1 C -2.018 0.919 0.854
2 C -1.795 -0.427 0.172
3 N -0.492 -0.480 -0.469
4 C 0.545 -0.958 0.149
5 O 0.989 -1.435 1.148
6 O 1.533 -0.656 -1.104
7 C 2.635 0.179 -0.754
8 H -1.861 1.733 0.139
9 H -3.034 0.999 1.255
10 H -1.309 1.050 1.679
11 H -1.880 -1.242 0.903
12 H -2.558 -0.598 -0.595
13 H 0.500 -0.206 -1.392
14 H 3.358 0.152 -1.571
15 H 2.307 1.208 -0.569
16 H 3.079 -0.237 0.155

For the HOMO energy, the calculation gives -0.352 Eh. For the gap between HOMO and LUMO, the calculation gives 10.472 eV. As for the multiplicity: 1.

C) A single C4H9NO2 molecule. Source: the OMol25 dataset; level of theory: ωB97M-V with the def2-TZVPD basis set.

Element x y z (Å)
1 C 1.253 -1.436 -1.627
2 N 0.445 -0.519 -0.901
3 C -0.733 -0.854 -0.563
4 O -1.291 -0.526 0.578
5 C -0.616 0.298 1.533
6 C -0.166 1.665 1.022
7 O 1.132 1.714 0.512
8 H 1.774 -0.781 -2.302
9 H 1.996 -1.953 -0.958
10 H 0.670 -2.236 -2.111
11 H -1.485 -1.449 -1.090
12 H -1.443 0.396 2.231
13 H 0.220 -0.246 1.988
14 H -0.926 2.030 0.306
15 H -0.182 2.331 1.887
16 H 1.162 1.002 -0.160

For the HOMO energy, the calculation gives -0.349 Eh. For the gap between HOMO and LUMO, the calculation gives 10.412 eV. As for the multiplicity: 1.

D) A single C4H9NO2 molecule. Source: the OMol25 dataset; level of theory: ωB97M-V with the def2-TZVPD basis set.

Element x y z (Å)
1 C -0.814 -1.080 -2.571
2 C -0.683 -0.992 -1.052
3 O -0.950 -1.893 -0.288
4 N -0.081 0.148 -0.623
5 C 0.694 0.173 0.644
6 C 0.340 1.514 1.412
7 O 1.303 1.726 2.423
8 H -1.714 -1.607 -2.863
9 H -1.063 -0.034 -2.776
10 H -0.012 -1.245 -3.358
11 H 0.065 0.919 -1.244
12 H 0.173 -0.719 1.089
13 H 1.786 0.049 0.578
14 H -0.686 1.513 1.795
15 H 0.275 2.452 0.825
16 H 1.735 0.847 2.642

For the HOMO energy, the calculation gives -0.359 Eh. For the gap between HOMO and LUMO, the calculation gives 10.538 eV. As for the multiplicity: 1.

Most stable to least stable, the ends of the list are A) and B).